Entry 1:
Below is a molecular structure, C49H60NO2P2S2Sb2Ta at a distorted geometry, with properties calculated with ωB97M-V with the def2-TZVPD basis set.

2S+1: 2
Total charge: +1

Each line ends with the Mulliken charge.
Element x y z (Å)
Ta1 -0.179 0.527 -0.608  0.27
N1 -0.451 2.769 0.070  -0.22
C1 -1.197 3.467 -0.968  0.76
C2 -0.634 4.507 -1.686  -1.09
C3 -1.344 5.075 -2.732  -0.60
C4 -2.605 4.597 -3.056  -1.14
C5 -3.169 3.572 -2.312  -0.71
C6 -2.482 3.002 -1.246  0.40
C7 -3.079 1.976 -0.355  1.14
C8 -4.404 2.200 0.027  -0.62
C9 -5.060 1.339 0.890  -1.54
C10 -4.355 0.260 1.396  -0.74
C11 -3.033 0.065 1.026  0.13
C12 -2.326 0.882 0.135  1.01
H1 0.443 3.233 0.209  0.20
H2 -1.003 2.798 0.925  0.51
H3 0.361 4.860 -1.444  0.38
H4 -0.902 5.879 -3.304  0.55
H5 -3.152 5.031 -3.882  0.43
H6 -4.158 3.203 -2.553  0.58
H7 -4.919 3.072 -0.356  0.56
H8 -6.087 1.523 1.174  0.40
H9 -4.825 -0.430 2.086  0.58
H10 -2.542 -0.786 1.472  -0.06
C13 0.963 4.497 -5.924  -1.26
C14 1.268 3.085 -5.503  -0.13
O1 0.286 2.720 -4.481  0.16
P1 0.382 1.430 -3.600  -0.06
S1 -1.087 0.320 -2.756  -0.40
S2 1.423 1.904 -1.918  -0.38
O2 1.167 0.477 -4.593  -0.22
C15 1.427 -0.937 -4.496  1.18
C16 1.598 -1.475 -5.892  -1.59
H11 1.702 4.813 -6.661  0.43
H12 1.014 5.178 -5.076  0.24
H13 -0.025 4.569 -6.375  0.32
H14 2.257 2.988 -5.056  0.35
H15 1.176 2.372 -6.319  0.28
H16 0.594 -1.416 -3.979  -0.73
H17 2.331 -1.053 -3.894  0.19
H18 0.695 -1.315 -6.480  0.34
H19 1.791 -2.547 -5.852  0.41
H20 2.438 -0.999 -6.398  0.39
C17 1.323 -0.630 3.647  -0.92
Sb1 0.081 0.720 2.566  -0.22
C18 -1.644 0.628 3.825  -1.20
C19 0.717 2.623 3.435  -1.31
C20 1.808 2.470 4.455  0.65
C21 1.452 2.058 5.739  -0.61
C22 2.403 1.807 6.713  -0.80
C23 3.745 1.980 6.414  -0.76
C24 4.110 2.426 5.155  -0.65
C25 3.165 2.687 4.164  0.90
C26 3.625 3.201 2.835  -1.81
Sb2 3.321 1.775 1.246  0.91
C27 4.600 0.250 2.042  -1.50
C28 4.767 2.579 -0.109  -1.44
H21 0.931 -0.729 4.658  0.51
H22 2.342 -0.254 3.708  0.25
H23 1.329 -1.600 3.148  0.18
H24 -1.302 0.828 4.841  0.53
H25 -2.132 -0.342 3.794  0.20
H26 -2.366 1.385 3.521  0.42
H27 -0.193 2.978 3.920  0.97
H28 0.970 3.328 2.644  0.41
H29 0.402 1.927 5.977  0.36
H30 2.097 1.485 7.700  0.42
H31 4.503 1.790 7.162  0.41
H32 5.157 2.599 4.935  0.41
H33 4.689 3.438 2.859  0.58
H34 3.092 4.113 2.557  0.59
H35 5.088 0.621 2.943  0.53
H36 5.364 0.012 1.302  0.58
H37 4.049 -0.655 2.282  0.30
H38 5.744 2.580 0.372  0.49
H39 4.498 3.598 -0.382  0.39
H40 4.803 1.977 -1.015  0.39
C29 -3.164 -4.917 -0.295  -1.40
C30 -2.859 -4.232 1.011  0.65
C31 -3.479 -4.762 2.147  -0.76
C32 -3.237 -4.286 3.422  -1.16
C33 -2.329 -3.254 3.602  -1.22
C34 -1.727 -2.703 2.489  0.14
C35 -1.991 -3.141 1.190  -0.04
P2 -0.942 -2.271 -0.052  1.82
C36 -1.324 -2.884 -1.734  1.17
C37 -0.319 -3.542 -2.445  -1.49
C38 -0.517 -3.937 -3.759  -0.87
C39 -1.731 -3.673 -4.374  -0.99
C40 -2.732 -3.023 -3.670  -1.24
C41 -2.553 -2.615 -2.352  1.13
C42 -3.678 -1.912 -1.648  -1.10
C43 0.660 -2.986 0.391  0.33
C44 0.847 -4.191 1.066  -0.64
C45 2.120 -4.574 1.452  -0.85
C46 3.205 -3.755 1.153  -0.91
C47 3.021 -2.568 0.465  -0.95
C48 1.742 -2.163 0.081  0.71
C49 1.491 -0.931 -0.712  -1.02
H41 -3.625 -5.882 -0.094  0.56
H42 -2.274 -5.091 -0.895  0.23
H43 -3.858 -4.344 -0.910  0.20
H44 -4.159 -5.594 2.016  0.46
H45 -3.736 -4.733 4.271  0.42
H46 -2.088 -2.890 4.592  0.54
H47 -0.985 -1.924 2.631  0.57
H48 0.623 -3.764 -1.959  0.46
H49 0.267 -4.462 -4.289  0.58
H50 -1.905 -3.985 -5.396  0.43
H51 -3.685 -2.835 -4.149  0.52
H52 -4.635 -2.199 -2.084  0.65
H53 -3.589 -0.826 -1.733  0.16
H54 -3.718 -2.139 -0.582  0.12
H55 -0.002 -4.816 1.316  0.55
H56 2.269 -5.502 1.987  0.44
H57 4.201 -4.049 1.457  0.42
H58 3.874 -1.946 0.220  0.74
H59 1.273 -1.236 -1.751  -0.09
H60 2.411 -0.349 -0.786  0.89

Entry 2:
Below is a molecular structure, C12H16BrIIrS3, with properties calculated with ωB97M-V with the def2-TZVPD basis set.

2S+1: 1
Total charge: +3

Each line ends with the Mulliken charge.
Element x y z (Å)
Ir1 -0.689 -0.080 0.178  0.90
C1 1.840 0.354 -1.720  -0.76
C2 2.156 -0.962 -1.026  -0.48
S1 0.607 -1.778 -0.483  -0.02
C3 1.061 -2.542 1.114  -0.73
C4 1.633 -1.526 2.094  -0.64
S2 0.700 0.065 1.969  0.11
C5 2.036 1.278 1.584  -0.55
C6 1.521 2.243 0.536  -0.73
S3 0.642 1.418 -0.837  0.00
H1 2.740 0.949 -1.892  0.51
H2 1.372 0.197 -2.695  0.41
H3 2.629 -1.656 -1.725  0.57
H4 2.816 -0.843 -0.170  0.18
H5 0.120 -2.972 1.465  0.42
H6 1.741 -3.377 0.929  0.47
H7 1.536 -1.880 3.121  0.49
H8 2.685 -1.306 1.921  0.48
H9 2.278 1.798 2.512  0.51
H10 2.919 0.733 1.259  0.34
H11 0.762 2.920 0.939  0.39
H12 2.311 2.869 0.116  0.50
Br1 -6.147 0.086 -2.068  -0.12
C7 -5.820 0.243 -0.232  -0.33
C8 -6.872 0.492 0.648  -0.32
C9 -6.642 0.616 2.008  -0.67
C10 -5.360 0.491 2.534  -0.62
C11 -4.289 0.238 1.693  -0.36
C12 -4.565 0.120 0.343  1.15
I1 -3.005 -0.310 -1.072  0.37
H13 -7.872 0.588 0.246  0.43
H14 -7.478 0.810 2.666  0.42
H15 -5.192 0.585 3.598  0.41
H16 -3.290 0.128 2.093  0.27

Entry 3:
Below is a molecular structure, C12H10IN at a distorted geometry, with properties calculated with ωB97M-V with the def2-TZVPD basis set.

2S+1: 3
Total charge: 0

Each line ends with the Mulliken charge.
Element x y z (Å)
C1 -1.591 -2.341 1.109  -0.38
C2 -1.908 -1.377 2.014  -0.58
C3 -0.831 -2.079 -0.021  -0.72
C4 -1.659 -0.011 1.713  -0.54
C5 -0.412 -0.743 -0.238  1.06
C6 -1.013 0.284 0.586  0.39
C7 2.421 -0.187 -0.508  -0.45
C8 2.190 0.998 0.028  -0.54
C9 1.619 -0.580 -1.583  -0.54
C10 1.337 1.934 -0.598  -0.12
C11 0.303 -0.442 -1.508  -1.25
C12 -0.010 2.043 -0.691  -0.12
N1 -0.924 1.636 0.215  0.08
I1 -0.991 3.385 -1.978  0.10
H1 -1.948 -3.336 1.505  0.25
H2 -2.392 -1.595 2.907  0.46
H3 -0.693 -2.825 -0.801  0.43
H4 -2.247 0.821 2.291  0.20
H5 3.142 -0.795 0.010  0.37
H6 2.977 1.513 0.665  0.28
H7 2.230 -0.828 -2.471  0.29
H8 1.783 2.686 -1.229  0.33
H9 -0.314 -0.465 -2.354  0.71
H10 -1.069 2.304 0.938  0.29

Entry 4:
Below is a molecular structure, BH4In at a distorted geometry, with properties calculated with ωB97M-V with the def2-TZVPD basis set.

2S+1: 2
Total charge: +1

Each line ends with the Mulliken charge.
Element x y z (Å)
In1 0.930 1.975 -1.376  0.84
B1 -0.217 -0.394 0.302  0.06
H1 -0.731 -1.211 0.783  0.12
H2 -0.848 0.340 -0.176  -0.12
H3 0.482 0.099 0.959  -0.05
H4 0.383 -0.810 -0.492  0.15

Entry 5:
Below is 2 unconnected molecules or ions with the total composition C19H29N3O2S at a distorted geometry, with properties calculated with ωB97M-V with the def2-TZVPD basis set.

2S+1: 1
Total charge: 0
SMILES: CNC(=O)[C@H](Cc1ccccc1)NC(C)=O.CC[C@H](C)C1=NCCS1

Each line ends with the Mulliken charge.
Element x y z (Å)
C1 -3.592 1.676 5.805  -0.96
N1 -2.331 1.386 5.125  -0.11
C2 -2.056 1.734 3.859  0.17
O1 -2.871 2.331 3.168  -0.64
C3 -0.675 1.310 3.311  0.18
C4 -0.409 1.568 1.810  -1.83
C5 -1.222 0.766 0.809  0.73
C6 -0.783 -0.506 0.389  0.14
C7 -1.557 -1.256 -0.514  -1.02
C8 -2.762 -0.734 -1.013  -0.56
C9 -3.191 0.544 -0.614  -0.79
C10 -2.421 1.292 0.292  -0.15
N2 -0.248 -0.047 3.703  -0.14
C11 -0.899 -1.214 3.665  0.60
C12 -2.370 -1.321 3.305  -0.78
O2 -0.290 -2.230 3.957  -0.69
H1 -3.645 2.739 6.050  0.32
H2 -4.431 1.429 5.150  0.31
H3 -3.672 1.089 6.722  0.34
H4 -1.629 0.864 5.626  0.29
H5 0.010 1.982 3.826  0.38
H6 0.647 1.379 1.614  0.46
H7 -0.573 2.629 1.613  0.46
H8 0.141 -0.916 0.771  0.50
H9 -1.220 -2.234 -0.831  0.47
H10 -3.352 -1.311 -1.711  0.41
H11 -4.117 0.948 -0.998  0.43
H12 -2.766 2.267 0.608  0.46
H13 0.719 -0.150 3.965  0.22
H14 -2.638 -0.629 2.514  0.16
H15 -2.975 -1.124 4.185  0.28
H16 -2.567 -2.334 2.958  0.31
C13 4.505 -3.105 -3.953  -1.29
C14 3.442 -2.173 -3.363  -0.47
C15 3.287 -0.859 -4.163  0.60
C16 4.590 -0.034 -4.136  -1.61
C17 2.104 -0.067 -3.632  -0.01
N3 2.195 1.179 -3.234  -0.50
C18 0.925 1.720 -2.726  -0.40
C19 -0.210 0.882 -3.289  -0.15
S1 0.496 -0.780 -3.563  -0.19
H17 4.327 -3.266 -5.021  0.33
H18 5.509 -2.691 -3.820  0.31
H19 4.469 -4.075 -3.447  0.38
H20 3.693 -1.946 -2.321  0.32
H21 2.491 -2.715 -3.363  0.36
H22 3.063 -1.110 -5.204  0.30
H23 4.452 0.914 -4.665  0.40
H24 4.885 0.183 -3.104  0.30
H25 5.405 -0.571 -4.628  0.45
H26 0.806 2.771 -3.009  0.34
H27 0.920 1.664 -1.632  0.09
H28 -0.544 1.300 -4.244  0.44
H29 -1.062 0.853 -2.605  0.03

Entry 6:
Below is a molecular structure, C3H4Br2I2 at a distorted geometry, with properties calculated with ωB97M-V with the def2-TZVPD basis set.

2S+1: 3
Total charge: 0

Each line ends with the Mulliken charge.
Element x y z (Å)
C1 -0.690 0.916 -0.913  -0.72
C2 1.100 -0.348 1.412  -0.54
C3 -0.546 -0.587 -0.668  -0.39
Br1 -1.411 1.797 0.677  -0.11
Br2 2.706 -1.073 0.862  -0.09
I1 -2.209 -1.538 0.036  0.23
I2 0.726 -1.618 -1.965  0.18
H1 0.218 1.475 -1.234  0.41
H2 -1.510 1.142 -1.732  0.36
H3 0.880 0.702 1.220  0.32
H4 0.737 -0.867 2.304  0.35

So what do the calculations give for E_tot? Going down the list: -4124.90409 -4636.34817 -815.42774 -216.88312 -1454.36389 -5859.96146 Eh.